{"formula": "C4H12", "method": "ωB97M-V with the def2-TZVPD basis set", "multiplicity": 2, "s2": 0.7503, "energy_ev": -4340.2544, "gap_ha": [0.101, 0.425], "charge": -1, "max_force_ha_per_bohr": 0.05857, "elements": ["C", "C", "H", "H", "H", "H", "H", "H", "C", "C", "H", "H", "H", "H", "H", "H"], "coordinates": [[0.4417, 1.4392, -1.7425], [0.9178, 1.6418, -0.3092], [1.0542, 1.9754, -2.4619], [0.3480, 0.3615, -1.9128], [-0.5726, 1.8531, -1.8550], [1.2998, 0.7074, 0.1387], [1.7172, 2.3875, -0.2007], [0.2418, 2.0036, 0.4737], [-0.0974, -1.9191, 0.7255], [-1.2445, -1.1166, 1.2444], [0.9072, -1.5219, 0.5823], [-0.0500, -2.7792, 1.4231], [-0.3616, -2.5653, -0.1858], [-1.0569, -0.6225, 2.2010], [-1.9931, -1.8269, 1.6971], [-1.7572, -0.3960, 0.5575]], "mulliken_spin": [0.48, 0.12, -0.09, -0.20, -0.14, 0.14, -0.18, -0.09, 2.98, 1.16, -0.55, -0.98, -0.40, -0.40, -0.58, -0.27]}